1.
Entry from the OMol25 dataset: a single C18H26N6O4 molecule (ωB97M-V/def2-TZVPD).

```
! RIJCOSX wB97M-V def2-TZVPD def2/J DEFGRID3
* xyz 0 1
C -1.500 -2.115 -1.584
C -1.372 -1.894 -0.113
N -2.369 -1.353 0.570
N -1.911 -1.282 1.835
C -0.659 -1.754 1.984
C 0.060 -1.715 3.287
C -0.270 -2.179 0.730
C 1.092 -2.703 0.370
C 1.976 -1.482 0.185
O 2.433 -0.929 1.177
N 2.124 -0.930 -1.053
C 1.950 -1.612 -2.324
C 3.314 -1.818 -2.973
O 3.647 -2.851 -3.514
N 4.104 -0.724 -2.833
C 3.513 0.548 -2.444
C 2.738 0.398 -1.131
C 1.637 1.470 -1.035
O 1.482 2.314 -1.906
N 0.840 1.353 0.043
C -0.349 2.160 0.196
C -1.383 1.921 -0.898
C -2.608 2.760 -0.578
C -3.217 2.298 0.730
N -2.226 2.137 1.793
C -2.787 1.917 3.111
C -0.909 1.881 1.592
O -0.167 1.490 2.481
H -1.159 -3.112 -1.870
H -2.543 -2.010 -1.879
H -0.913 -1.387 -2.148
H -2.500 -0.902 2.554
H 0.863 -2.449 3.302
H 0.503 -0.729 3.436
H -0.619 -1.925 4.115
H 1.517 -3.269 1.197
H 1.043 -3.359 -0.495
H 1.483 -2.581 -2.202
H 1.317 -1.015 -2.990
H 5.004 -0.749 -3.284
H 4.303 1.283 -2.314
H 2.846 0.933 -3.216
H 3.406 0.493 -0.275
H 1.125 0.779 0.829
H -0.071 3.222 0.183
H -0.953 2.187 -1.861
H -1.647 0.859 -0.912
H -2.327 3.815 -0.511
H -3.359 2.675 -1.364
H -3.965 3.012 1.083
H -3.720 1.335 0.582
H -1.987 1.700 3.811
H -3.331 2.806 3.438
H -3.498 1.084 3.093
*
```

The calculation puts the energy at -1331.10390 hartree. Its LUMO energy is 0.0263 Ha. Its SMILES is Cc1n[nH]c(C)c1CC(=O)N1CC(=O)NC[C@H]1C(=O)N[C@H]1CCCN(C)C1=O. The energy above the lowest of the compared OMol25 structures with the same formula, charge and spin comes out at 0.25 kcal/mol. The value obtained for the HOMO-LUMO gap is 9.63 eV. Its HOMO energy is -8.915 eV.

2.
Entry from the OMol25 dataset: a 7-piece molecular cluster, C18H26N9O4P overall at a distorted geometry (ωB97M-V/def2-TZVPD).

```
! RIJCOSX wB97M-V def2-TZVPD def2/J DEFGRID3
* xyz 0 1
N -5.399 1.484 -1.045
C -4.375 1.005 -0.608
C -3.020 0.566 0.142
C -3.358 0.440 1.724
O -2.546 -0.624 2.270
C -4.918 0.058 1.866
N -6.124 -0.056 1.970
P -3.049 2.009 2.745
O -1.594 2.493 2.763
O -3.675 1.708 4.324
O -4.064 3.243 2.080
H -2.754 -0.487 -0.275
H -2.216 1.357 -0.122
H -3.134 -1.389 2.524
H -4.629 1.459 4.232
H -3.690 3.344 1.158
C -0.147 -3.162 -0.911
C -1.566 -2.683 -1.013
N -2.691 -2.303 -1.093
H 0.114 -3.745 -1.795
H 0.528 -2.307 -0.836
H -0.029 -3.787 -0.024
C 1.804 -7.140 0.245
C 2.122 -6.123 -0.816
N 2.394 -5.303 -1.677
H 2.528 -7.958 0.208
H 1.846 -6.673 1.231
H 0.802 -7.544 0.085
C 5.460 -2.888 -3.358
C 4.503 -3.801 -2.643
N 3.738 -4.532 -2.075
H 5.454 -1.903 -2.889
H 6.470 -3.298 -3.310
H 5.166 -2.785 -4.405
C -1.759 5.842 -0.245
C -1.594 4.355 -0.112
N -1.463 3.178 -0.006
H -2.666 6.163 0.270
H -0.901 6.352 0.197
H -1.825 6.115 -1.300
C -1.792 -3.108 5.589
C -2.177 -3.156 4.139
N -2.481 -3.194 2.990
H -0.797 -3.537 5.724
H -1.784 -2.073 5.936
H -2.509 -3.677 6.182
C 6.045 1.646 -1.264
C 6.071 0.927 -2.583
N 6.091 0.358 -3.626
H 5.013 1.789 -0.940
H 6.577 1.061 -0.512
H 6.526 2.621 -1.364
C 1.401 6.448 -3.264
C -0.024 6.918 -3.340
N -1.160 7.300 -3.411
H 1.648 5.867 -4.154
H 2.072 7.306 -3.199
H 1.538 5.821 -2.380
*
```

The calculation puts the energy at -1836.32161 hartree. Its LUMO energy is -0.0007 Ha. The value obtained for the HOMO-LUMO gap is 6.67 eV. Its HOMO energy is -6.686 eV.

3.
Entry from the OMol25 dataset: a 5-piece molecular cluster, C18H26NO17PS overall at a distorted geometry (ωB97M-V/def2-TZVPD).

```
! RIJCOSX wB97M-V def2-TZVPD def2/J DEFGRID3
* xyz 0 1
C -0.780 -3.356 3.565
C -1.425 -4.243 2.347
P -3.067 -3.576 1.636
C -4.582 -4.110 2.738
C -3.139 -1.641 1.688
O -4.109 -0.994 2.593
C -3.334 -0.594 3.799
N -3.077 -0.283 5.053
C -3.836 -1.308 0.204
O -2.949 -0.455 -0.650
S -1.410 -1.068 -0.146
O -0.176 -0.137 -0.233
O -1.239 -2.421 -0.883
O -1.798 -1.053 1.522
H 0.124 -4.002 4.003
H -1.497 -3.161 4.473
H -0.313 -2.332 3.245
H -0.637 -4.391 1.468
H -1.616 -5.337 2.778
H -5.393 -3.256 2.824
H -4.259 -4.567 3.766
H -5.109 -4.977 2.109
H -3.856 -2.311 -0.436
H -4.984 -1.001 0.206
O 1.147 -4.800 2.030
C 1.864 -4.673 1.051
O 3.206 -4.924 1.040
C 3.621 -4.880 -0.312
C 2.581 -4.026 -0.963
O 1.429 -4.260 -0.175
H 4.624 -4.451 -0.395
H 3.636 -5.899 -0.711
H 2.829 -2.960 -0.920
H 2.403 -4.309 -2.004
O -3.792 6.199 -0.232
C -3.429 5.058 0.001
O -3.954 3.945 -0.590
C -3.123 2.858 -0.230
C -2.480 3.321 1.036
O -2.445 4.728 0.887
H -3.714 1.949 -0.088
H -2.396 2.688 -1.031
H -3.075 3.075 1.922
H -1.471 2.919 1.162
O 3.928 4.272 -0.504
C 2.728 4.440 -0.646
O 1.890 4.888 0.334
C 0.646 5.161 -0.282
C 0.670 4.299 -1.502
O 2.048 4.204 -1.807
H -0.182 4.912 0.388
H 0.598 6.228 -0.525
H 0.280 3.294 -1.312
H 0.118 4.742 -2.336
O 6.945 0.281 -4.751
C 6.169 1.174 -4.455
O 4.993 0.984 -3.788
C 4.506 2.267 -3.441
C 5.154 3.164 -4.445
O 6.363 2.493 -4.748
H 3.414 2.296 -3.501
H 4.812 2.497 -2.416
H 4.565 3.260 -5.363
H 5.354 4.161 -4.045
*
```

The calculation puts the energy at -2774.57871 hartree. Its LUMO energy is -0.0313 Ha. Its SMILES is CCP(C)[C@]1(OC#N)COS(=O)(=O)O1.O=C1OCCO1.O=C1OCCO1.O=C1OCCO1.O=C1OCCO1. The value obtained for the HOMO-LUMO gap is 8.02 eV. Its HOMO energy is -8.868 eV.

4.
Entry from the OMol25 dataset: C18H27BaN2O4P2S2 as an isolated structure at a distorted geometry (ωB97M-V/def2-TZVPD).

```
! RIJCOSX wB97M-V def2-TZVPD def2/J DEFGRID3
* xyz 1 1
Ba 0.327 -0.468 0.104
P -1.694 -0.358 1.980
C -3.039 0.488 1.046
C -2.615 1.648 0.128
N -1.378 1.622 -0.435
C -1.028 2.617 -1.295
C -1.896 3.672 -1.604
C -3.176 3.688 -1.039
C -3.543 2.656 -0.168
C 0.397 2.630 -1.880
P 1.204 0.979 -2.091
H -4.542 2.613 0.292
H -1.550 4.467 -2.284
H -3.879 4.497 -1.275
H 0.432 3.036 -2.908
H 1.078 3.192 -1.199
H -3.510 -0.323 0.433
H -3.695 0.823 1.870
H -2.269 -3.109 -3.016
O -3.226 -3.164 -2.855
H -3.622 -3.047 -3.740
H 1.687 -2.920 -3.868
O 1.206 -3.520 -4.461
H 1.917 -4.036 -4.891
C 0.648 0.289 -3.692
H 1.008 1.017 -4.445
H 1.069 -0.736 -3.841
H -0.461 0.201 -3.676
C 3.022 1.188 -2.101
H 3.506 0.187 -2.189
H 3.227 1.844 -2.970
H 3.342 1.642 -1.133
C -1.251 0.657 3.433
H -2.183 0.681 4.029
H -0.398 0.179 3.972
H -0.933 1.666 3.087
C -2.230 -2.027 2.471
H -1.393 -2.568 2.975
H -3.099 -1.837 3.134
H -2.510 -2.595 1.552
O 2.231 -4.922 4.652
S 1.816 -3.609 4.363
O 0.742 -3.053 5.184
N 1.384 -3.390 2.767
C 2.254 -2.639 2.099
S 2.187 -2.631 0.411
C 3.302 -2.019 2.917
C 4.287 -1.113 2.495
C 5.236 -0.660 3.411
C 5.170 -1.121 4.737
C 4.164 -2.022 5.152
C 3.219 -2.467 4.230
H 4.289 -0.801 1.450
H 6.012 0.035 3.085
H 5.924 -0.760 5.433
H 4.132 -2.367 6.177
*
```

The calculation puts the energy at -2616.90126 hartree. Its LUMO energy is -0.1172 Ha. The energy above the lowest of the compared OMol25 structures with the same formula, charge and spin comes out at 75.19 kcal/mol. The value obtained for the HOMO-LUMO gap is 7.61 eV. Its HOMO energy is -10.800 eV.

5.
Entry from the OMol25 dataset: C18H27BrFeN4O3PTe4 as an isolated structure (ωB97M-V/def2-TZVPD).

```
! RIJCOSX wB97M-V def2-TZVPD def2/J DEFGRID3
* xyz -1 5
Fe 1.532 1.451 -0.817
Br 2.087 0.024 -2.938
C 4.427 0.470 -0.466
C 5.757 0.956 -0.070
C 5.644 2.126 0.883
C 4.498 2.024 1.805
C 3.380 1.451 1.361
N 3.345 0.765 0.122
C 2.023 1.503 2.023
O 1.926 1.654 3.235
O 1.047 1.356 1.194
H 6.343 1.205 -0.949
H 6.584 2.383 1.366
H 4.496 2.541 2.755
Te 2.608 3.989 -0.902
Te 5.288 3.915 -0.427
Te 6.561 -1.083 0.329
Te 4.634 -1.195 -1.760
O -0.507 1.259 -1.112
P -1.355 0.175 -0.515
N -0.674 -1.314 -0.302
C -0.608 -2.311 -1.375
C -0.226 -3.588 -0.621
C 0.584 -3.098 0.599
C 0.505 -1.566 0.542
N -2.600 -0.069 -1.567
C -3.775 -0.870 -1.223
C -4.434 -1.151 -2.579
C -3.949 -0.001 -3.460
C -2.502 0.168 -3.010
N -1.952 0.574 0.948
C -2.200 -0.297 2.090
C -1.527 0.423 3.265
C -1.522 1.913 2.875
C -2.021 1.962 1.420
H 0.165 -2.042 -2.102
H -1.563 -2.393 -1.893
H 0.338 -4.274 -1.253
H -1.130 -4.105 -0.293
H 1.623 -3.424 0.560
H 0.154 -3.477 1.527
H 1.406 -1.162 0.071
H 0.406 -1.083 1.512
H -4.436 -0.308 -0.556
H -3.502 -1.798 -0.709
H -5.519 -1.227 -2.509
H -4.058 -2.097 -2.979
H -4.511 0.909 -3.240
H -4.037 -0.212 -4.525
H -2.087 1.154 -3.206
H -1.854 -0.569 -3.501
H -1.823 -1.300 1.902
H -3.281 -0.377 2.265
H -0.498 0.089 3.395
H -2.067 0.234 4.194
H -0.505 2.290 2.933
H -2.158 2.516 3.524
H -1.418 2.605 0.785
H -3.062 2.306 1.381
*
```

The calculation puts the energy at -6398.25594 hartree. Its LUMO energy (alpha / beta) is 0.0732 / 0.0729 Ha. The energy above the lowest of the compared OMol25 structures with the same formula, charge and spin comes out at 0.00 kcal/mol. The value obtained for the HOMO-LUMO gap (alpha / beta) is 5.94 / 5.97 eV. Its HOMO energy (alpha / beta) is -3.944 / -3.992 eV.

6.
Entry from the OMol25 dataset: a 3-piece molecular cluster, C18H27ClFIN3O6P overall at a distorted geometry (ωB97M-V/def2-TZVPD).

```
! RIJCOSX wB97M-V def2-TZVPD def2/J DEFGRID3
* xyz 0 1
C -1.823 -4.520 -2.120
C -0.801 -3.344 -1.713
C -0.788 -3.026 -0.102
I -1.091 -4.844 1.032
C 0.449 -2.084 0.348
C 0.168 -0.702 -0.495
N -0.035 0.322 -1.113
C 1.899 -2.551 -0.197
C 2.301 -4.071 0.066
C 3.924 -4.170 -0.152
F 1.730 -5.034 -0.858
C 0.426 -1.602 1.894
Cl -1.234 -1.567 2.676
C 0.917 -0.048 1.877
N 1.357 1.085 1.843
P 1.612 -2.478 3.090
N 1.483 -1.639 4.474
O 3.265 -2.381 2.653
O 1.189 -4.082 3.488
H -1.447 -5.578 -1.895
H -1.947 -4.463 -3.275
H -2.890 -4.322 -1.704
H -1.230 -2.371 -2.190
H 0.242 -3.482 -2.157
H -1.740 -2.377 0.051
H 2.679 -1.790 0.205
H 1.905 -2.391 -1.348
H 2.114 -4.469 1.123
H 4.347 -3.107 -0.332
H 4.460 -4.672 0.725
H 4.111 -4.738 -1.149
H 1.170 -2.262 5.234
H 3.618 -1.612 3.163
H 0.300 -4.039 3.919
O -3.210 0.870 -5.609
C -2.962 1.817 -4.905
C -2.662 1.761 -3.433
C -2.827 3.207 -3.019
C -2.461 3.951 -4.280
O -2.875 3.100 -5.354
H -1.637 1.411 -3.291
H -3.367 1.111 -2.913
H -2.216 3.490 -2.159
H -3.875 3.399 -2.765
H -1.384 4.121 -4.365
H -2.977 4.911 -4.352
O -1.074 5.683 0.147
C -0.456 5.679 1.183
C -0.301 4.503 2.107
C 0.200 5.159 3.375
C 0.941 6.365 2.848
O 0.241 6.747 1.659
H 0.435 3.814 1.687
H -1.255 4.000 2.266
H 0.822 4.506 3.990
H -0.652 5.483 3.982
H 1.977 6.133 2.583
H 0.935 7.192 3.560
*
```

The calculation puts the energy at -2516.77498 hartree. Its LUMO energy is -0.0263 Ha. Its SMILES is CC[C@@H](I)[C@](C#N)(C[C@H](C)F)[C@](Cl)(C#N)P(=N)(O)O.O=C1CCCO1.O=C1CCCO1. The value obtained for the HOMO-LUMO gap is 8.81 eV. Its HOMO energy is -9.522 eV.

7.
Entry from the OMol25 dataset: C18H27ClNO4P2Ru as an isolated structure at a distorted geometry (ωB97M-V/def2-TZVPD).

```
! RIJCOSX wB97M-V def2-TZVPD def2/J DEFGRID3
* xyz 2 6
Ru 0.055 0.239 0.050
P 1.859 -0.783 0.906
C 3.097 -0.697 -0.417
C 2.448 -0.596 -1.735
N 1.182 -0.090 -1.741
C 0.669 0.362 -2.909
C 1.277 0.065 -4.132
C 2.486 -0.611 -4.129
C 3.066 -0.960 -2.930
C -0.560 1.262 -2.808
P -0.633 1.988 -1.126
H 4.016 -1.479 -2.872
H 0.779 0.407 -5.042
H 2.965 -0.846 -5.064
H -0.530 2.052 -3.577
H -1.490 0.683 -2.976
H 3.831 0.387 -0.290
H 3.918 -1.390 -0.346
H 3.513 2.071 0.177
O 4.254 1.629 -0.323
H 5.211 1.627 -0.124
H 1.484 1.978 0.359
O 2.260 2.446 0.720
H 2.200 3.392 0.993
C 0.243 3.569 -1.337
H -0.050 4.043 -2.276
H -0.020 4.222 -0.499
H 1.324 3.394 -1.332
C -2.367 2.425 -0.874
H -2.453 2.870 0.121
H -2.718 3.123 -1.638
H -2.958 1.506 -0.901
C 1.314 -2.458 1.299
H 2.152 -3.131 1.536
H 0.645 -2.392 2.176
H 0.730 -2.886 0.470
C 2.665 -0.181 2.387
H 1.988 -0.370 3.230
H 3.614 -0.710 2.542
H 2.827 0.900 2.286
Cl -6.405 -3.963 3.840
C -5.225 -2.990 3.089
C -5.110 -1.631 3.440
C -4.109 -0.855 2.845
C -3.248 -1.416 1.900
C -3.380 -2.755 1.528
C -4.364 -3.556 2.129
C -2.149 -0.581 1.324
O -1.867 0.550 1.808
O -1.490 -1.074 0.309
H -5.784 -1.201 4.182
H -3.986 0.196 3.115
H -2.713 -3.175 0.771
H -4.463 -4.610 1.864
*
```

The calculation puts the energy at -2294.94347 hartree. Its LUMO energy (alpha / beta) is -0.2152 / -0.3488 Ha. The energy above the lowest of the compared OMol25 structures with the same formula, charge and spin comes out at 0.00 kcal/mol. The value obtained for the HOMO-LUMO gap (alpha / beta) is 7.74 / 4.09 eV. Its HOMO energy (alpha / beta) is -13.597 / -13.578 eV.

8.
Entry from the OMol25 dataset: C18H27F3O18 as an isolated structure at a distorted geometry (ωB97M-V/def2-TZVPD).

```
! RIJCOSX wB97M-V def2-TZVPD def2/J DEFGRID3
* xyz 0 1
C 1.708 4.725 0.128
C 3.207 5.206 0.142
O 3.261 6.217 1.105
C 2.380 5.859 2.099
O 2.324 6.407 3.246
O 1.383 4.891 1.529
F 3.423 5.723 -1.083
H 1.724 3.798 -0.446
H 1.110 5.512 -0.333
H 3.826 4.325 0.308
C -0.440 0.263 -0.372
C -0.604 0.598 -1.802
O -0.036 1.825 -1.958
C 0.033 2.437 -0.735
O 0.552 3.544 -0.404
O -0.455 1.520 0.140
F -1.865 0.655 -2.196
H 0.539 -0.212 -0.310
H -1.259 -0.193 0.184
H -0.083 -0.182 -2.358
C -1.643 -3.427 -0.879
C -1.677 -1.895 -1.062
O -2.509 -1.764 -2.274
C -2.678 -3.002 -2.895
O -3.123 -3.139 -4.080
O -2.240 -3.938 -2.060
F -0.402 -1.542 -1.400
H -2.269 -3.811 -0.074
H -0.613 -3.746 -0.719
H -2.003 -1.223 -0.269
C -0.102 -5.188 2.080
O 0.998 -4.555 1.383
C 0.958 -3.326 0.755
O -0.030 -2.626 0.626
O 2.152 -3.049 0.250
C 2.232 -1.796 -0.481
H -0.397 -4.486 2.859
H 0.045 -6.173 2.522
H -0.933 -5.216 1.375
H 1.900 -0.968 0.145
H 1.476 -1.636 -1.250
H 3.251 -1.655 -0.841
C -4.382 -3.902 1.483
O -4.092 -2.777 0.761
C -3.628 -1.681 1.336
O -2.997 -1.607 2.396
O -3.912 -0.605 0.532
C -3.326 0.789 0.642
H -3.814 -4.721 1.042
H -5.427 -4.124 1.271
H -4.175 -3.948 2.553
H -4.199 1.345 0.984
H -2.834 1.106 -0.278
H -2.714 0.790 1.544
C 1.811 0.777 1.432
O 2.207 1.050 0.031
C 3.064 1.946 -0.339
O 3.704 2.770 0.377
O 3.019 2.022 -1.699
C 3.275 3.192 -2.398
H 1.541 1.636 2.047
H 2.737 0.509 1.940
H 0.979 0.074 1.429
H 4.195 3.154 -2.981
H 3.507 4.059 -1.780
H 2.338 3.390 -2.918
*
```

The calculation puts the energy at -2355.56926 hartree. Its LUMO energy is 0.0052 Ha. The energy above the lowest of the compared OMol25 structures with the same formula, charge and spin comes out at 323.62 kcal/mol. The value obtained for the HOMO-LUMO gap is 8.78 eV. Its HOMO energy is -8.642 eV.

Q: energy of number 6 (C18H27ClFIN3O6P)?
A: -2516.77498 hartree